{
  "formula": "C30H42Br2MnN2P2",
  "method": "the ωB97M-V functional and the def2-TZVPD basis",
  "spin_multiplicity": 6,
  "total_charge": 2,
  "e_above_lowest_kcal_mol": 0.0,
  "gap_ha": [0.228, 0.208],
  "elements": ["C", "C", "C", "C", "N", "C", "C", "C", "C", "C", "C", "C", "C", "C", "Mn", "P", "H", "H", "H", "H", "H", "H", "H", "H", "C", "C", "H", "H", "H", "H", "H", "C", "C", "H", "H", "H", "H", "H", "C", "C", "H", "H", "H", "H", "H", "Br", "P", "C", "C", "H", "H", "H", "H", "H", "C", "C", "H", "H", "H", "H", "H", "C", "C", "H", "H", "H", "H", "H", "Br", "C", "C", "C", "C", "N", "C", "H", "H", "H", "H"],
  "positions_angstrom": [[6.0661, 0.7846, -4.2321], [4.6794, 1.0147, -4.1761], [4.0597, 1.4023, -5.3710], [4.8262, 1.6218, -6.5186], [6.1492, 1.4407, -6.5433], [6.7568, 1.0272, -5.4276], [3.8813, 0.8539, -2.9756], [3.1810, 0.5879, -2.0123], [2.4735, 0.0982, -0.9097], [2.9238, -1.0154, -0.1740], [2.0281, -1.8493, 0.4773], [0.6340, -1.4874, 0.6418], [0.2050, -0.3906, -0.1778], [1.1061, 0.4621, -0.8316], [0.2122, 1.9655, 0.4871], [-0.7330, -2.7573, 0.7657], [2.9757, 1.5447, -5.3986], [6.6047, 0.4281, -3.3500], [4.3403, 1.9598, -7.4351], [7.8411, 0.8874, -5.4784], [0.7435, 1.2026, -1.5648], [3.9729, -1.2730, -0.2123], [-0.8570, -0.3620, -0.5162], [2.4464, -2.7269, 0.9857], [-1.9397, -2.4383, 2.0993], [-3.2165, -3.3083, 2.0949], [-2.2303, -1.3697, 2.0561], [-1.4225, -2.5846, 3.0709], [-3.7206, -3.1888, 3.0686], [-3.9438, -2.9709, 1.3354], [-3.0069, -4.3845, 1.9816], [-1.6335, -2.7547, -0.8268], [-0.7800, -3.2387, -2.0022], [-2.0106, -1.7294, -1.0143], [-2.5515, -3.3664, -0.7106], [-1.2991, -3.0131, -2.9400], [0.2098, -2.7513, -2.0500], [-0.6413, -4.3308, -1.9735], [0.2158, -4.2486, 1.0589], [-0.6905, -5.4683, 1.2434], [0.8411, -4.0551, 1.9446], [0.8976, -4.3624, 0.2044], [-0.0982, -6.3825, 1.1936], [-1.2068, -5.4611, 2.2135], [-1.4428, -5.5674, 0.4475], [0.3308, -0.6458, 2.9301], [-2.9879, 2.0898, 0.1070], [-3.4771, 0.3165, 0.0731], [-4.9439, 0.0427, -0.2612], [-3.2276, -0.0695, 1.0771], [-2.8445, -0.2090, -0.6605], [-5.0778, -0.9889, -0.6115], [-5.5482, 0.1973, 0.6367], [-5.3331, 0.6983, -1.0468], [-2.3075, 2.3459, 1.8084], [-3.0898, 3.5077, 2.4418], [-1.2075, 2.5781, 1.7759], [-2.4523, 1.4152, 2.3916], [-2.9692, 3.5399, 3.5297], [-2.7267, 4.4490, 2.0222], [-4.1628, 3.4648, 2.2123], [-1.7389, 2.2524, -1.2199], [-2.3396, 2.9337, -2.4574], [-1.4314, 1.2480, -1.5159], [-0.8571, 2.8459, -0.8376], [-1.5499, 3.3695, -3.0784], [-2.8996, 2.2379, -3.0913], [-3.0319, 3.7254, -2.1594], [0.5909, 2.8567, 6.8312], [1.1860, 2.7826, 5.0268], [2.5358, 3.0286, 4.7547], [2.9373, 2.9512, 3.4234], [2.0178, 2.6072, 2.4277], [0.7253, 2.4609, 2.7049], [0.2828, 2.5117, 3.9830], [3.2538, 3.2545, 5.5538], [3.9764, 3.0867, 3.1417], [2.2908, 2.4050, 1.3661], [-0.7699, 2.2652, 4.1731]]
}


{
  "formula": "C26H39AuBGeN2O5",
  "method": "the ωB97M-V functional and the def2-TZVPD basis",
  "spin_multiplicity": 3,
  "total_charge": 3,
  "e_above_lowest_kcal_mol": 38.3,
  "gap_ha": [0.249, 0.166],
  "elements": ["Au", "C", "N", "C", "C", "O", "C", "O", "C", "C", "O", "N", "C", "C", "H", "H", "H", "H", "H", "H", "H", "H", "H", "H", "H", "H", "H", "H", "H", "H", "C", "C", "C", "O", "B", "O", "C", "C", "C", "H", "H", "H", "H", "H", "H", "H", "H", "H", "H", "H", "H", "Ge", "C", "C", "C", "C", "C", "C", "C", "C", "C", "C", "C", "C", "H", "H", "H", "H", "H", "H", "H", "H", "H", "H", "H"],
  "positions_angstrom": [[0.3700, 1.2088, 0.0098], [1.2424, 3.8253, -4.1376], [0.0797, 4.0856, -3.2934], [-0.6616, 5.3198, -3.5508], [-0.2878, 3.2216, -2.3718], [0.2591, 2.0944, -2.2151], [-1.3946, 3.6258, -1.4185], [-1.4264, 2.5958, -0.4620], [-2.1682, 2.8200, 0.7142], [-1.9593, 1.5644, 1.5449], [-1.2216, 0.6445, 1.0782], [-2.5108, 1.4940, 2.7327], [-2.2967, 0.3381, 3.6004], [-3.3568, 2.5476, 3.2889], [1.8135, 4.7459, -4.2425], [0.9347, 3.4940, -5.1304], [1.8616, 3.0623, -3.6764], [-0.3100, 5.7489, -4.4837], [-0.5091, 6.0538, -2.7571], [-1.7295, 5.1278, -3.6499], [-2.3449, 3.7361, -1.9522], [-1.1443, 4.5841, -0.9491], [-3.2256, 2.9697, 0.4731], [-1.7922, 3.6900, 1.2654], [-1.5777, -0.3395, 3.1514], [-3.2411, -0.1824, 3.7609], [-1.9253, 0.6819, 4.5656], [-3.9881, 3.0040, 2.5294], [-2.7486, 3.3223, 3.7604], [-3.9985, 2.1146, 4.0513], [4.1445, -0.2908, 2.6612], [2.7161, -0.7465, 2.9137], [2.4483, -0.8186, 4.4032], [1.8491, 0.3367, 2.3623], [1.3334, -0.1300, 1.2382], [1.5177, -1.4130, 0.9251], [2.2687, -2.0138, 2.0693], [3.4126, -2.8149, 1.4825], [1.2941, -2.9163, 2.8083], [4.2930, 0.6651, 3.1608], [4.3417, -0.1493, 1.5986], [4.8676, -0.9964, 3.0652], [2.7023, 0.1404, 4.8517], [3.0822, -1.5779, 4.8608], [1.4073, -1.0383, 4.6268], [4.0358, -2.2120, 0.8260], [3.0236, -3.6562, 0.9107], [4.0312, -3.2143, 2.2856], [0.3872, -2.3748, 3.0787], [1.7607, -3.3076, 3.7097], [1.0200, -3.7609, 2.1783], [-0.9606, -0.5109, -1.3499], [-1.7599, -2.1582, -0.5613], [-1.0282, -3.1834, 0.0132], [-1.7026, -4.3244, 0.4319], [-3.0796, -4.4103, 0.2693], [-3.7987, -3.3732, -0.3075], [-3.1387, -2.2241, -0.7260], [0.4046, -1.1592, -2.7166], [-0.1707, -1.9131, -3.7591], [0.5869, -2.1680, -4.8787], [1.9206, -1.7276, -4.9269], [2.4895, -0.9986, -3.8631], [1.7451, -0.7455, -2.7347], [-2.0926, 0.2051, -2.0834], [0.0456, -3.1200, 0.1167], [-1.1441, -5.1383, 0.8738], [-3.5973, -5.3023, 0.5979], [-4.8709, -3.4369, -0.4359], [-3.6972, -1.4160, -1.1837], [-1.1914, -2.2741, -3.7170], [0.1455, -2.7172, -5.6994], [2.5299, -1.9770, -5.7884], [3.5077, -0.6368, -3.9167], [2.1774, -0.1998, -1.9073]]
}


{
  "formula": "C6H13N",
  "method": "the ωB97M-V functional and the def2-TZVPD basis",
  "smiles": "CCC/C=C/NC",
  "e_above_lowest_kcal_mol": 80.6,
  "gap_ha": 0.330,
  "elements": ["C", "C", "C", "C", "C", "N", "C", "H", "H", "H", "H", "H", "H", "H", "H", "H", "H", "H", "H", "H"],
  "positions_angstrom": [[-2.1565, 1.0284, -1.1057], [-1.3684, -0.1228, -1.8661], [0.2638, 0.0172, -1.6365], [0.4007, -0.0529, -0.1027], [1.2014, -0.9974, 0.4324], [1.0594, -1.0737, 1.8847], [1.4413, 0.0991, 2.5522], [-3.2754, 1.3321, -1.2431], [-1.6359, 1.9252, -1.1956], [-2.1887, 0.5672, -0.0362], [-1.5509, -1.1096, -1.4011], [-1.6296, -0.3033, -2.9972], [0.7318, -0.9615, -2.1641], [0.6056, 0.9853, -1.8681], [0.1021, 0.8943, 0.3482], [2.0351, -1.2902, -0.1882], [1.3997, -1.9803, 2.2682], [0.5998, 0.4448, 3.1549], [2.1536, -0.3094, 3.2944], [1.8111, 0.9077, 1.8696]]
}


{
  "formula": "C7H22O5",
  "method": "the ωB97M-V functional and the def2-TZVPD basis",
  "smiles": "C=CC(=C)CCC.O.O.O.O.O",
  "e_above_lowest_kcal_mol": 82.0,
  "gap_ha": 0.357,
  "elements": ["C", "C", "C", "C", "C", "C", "C", "H", "H", "H", "H", "H", "H", "H", "H", "H", "H", "H", "H", "H", "H", "O", "H", "H", "O", "H", "H", "O", "H", "H", "O", "H", "H", "O"],
  "positions_angstrom": [[-1.7183, 0.7811, 0.7696], [-0.7100, 1.6073, -0.0297], [-1.1759, 1.3541, -1.5242], [-0.2740, 0.3179, -2.0459], [-0.4396, -0.9919, -2.0028], [2.0160, 0.7008, -1.9656], [0.9670, 0.9253, -2.7138], [-2.7074, 0.7253, 0.2320], [-2.0062, 0.9316, 1.7724], [-1.3472, -0.3127, 0.8206], [-0.6835, 2.6252, 0.4143], [0.3288, 1.2644, 0.2311], [-1.1821, 2.2209, -2.1999], [-2.2369, 1.0228, -1.5625], [-1.3016, -1.2637, -1.5862], [0.0689, -1.7729, -2.3534], [1.9980, 0.2675, -1.0401], [2.9369, 0.9745, -2.4371], [0.9355, 1.7353, -3.3733], [-2.6382, -1.6412, 0.4604], [-3.0423, -2.9435, -0.0108], [-2.4485, -2.5375, 0.6174], [1.8319, -2.0500, 1.6592], [0.8645, -2.0751, 2.6093], [1.7161, -1.7417, 2.5569], [1.9900, 1.2575, 2.7648], [1.6007, -0.1420, 2.2731], [1.2889, 0.7971, 2.4303], [2.8261, 3.1812, 0.6556], [1.8680, 2.4974, 1.6112], [2.7286, 2.9628, 1.5624], [-0.9046, -2.8392, 0.3938], [-0.8642, -4.3018, 0.5243], [-0.2853, -3.5368, 0.4868]]
}